C49H44AsF6N2O2P2ReS2 as an isolated structure at a distorted geometry, computed with ωB97M-V/def2-TZVPD.

Geometry as XYZ:
```
109
Properties=species:S:1:pos:R:3:forces:R:3
Re 0.0953 -0.0174 -0.6136 2.203 -0.516 1.685
O -4.1822 1.1222 0.4934 0.811 -0.151 -0.326
S -2.9477 0.3194 0.6904 -0.831 -0.132 0.529
C -3.5746 -1.4152 0.8623 -0.049 0.699 -0.069
C -4.9288 -1.5829 1.1774 0.624 -1.788 -0.045
C -5.3818 -2.9149 1.3966 0.971 -0.035 1.090
C -4.4851 -3.9874 1.1911 0.178 1.364 -0.805
C -3.2545 -3.7753 0.5509 -1.063 1.043 0.980
C -2.7471 -2.4787 0.5159 0.297 0.846 -0.110
P -1.0653 -2.2240 -0.2080 -1.343 -0.976 -1.015
C -0.1287 -3.5102 0.5722 2.351 -2.179 1.262
C -0.5244 -4.2090 1.7766 0.590 0.782 -1.190
C 0.1831 -5.2700 2.3364 0.817 -0.369 -1.045
C 1.3636 -5.7207 1.6615 -1.044 0.952 0.233
C 1.6989 -5.1498 0.4279 -0.606 0.910 0.843
C 1.0803 -3.9937 -0.0521 -1.676 0.154 1.327
C -1.4682 -2.9296 -1.8675 -0.078 0.424 -0.930
C -2.7846 -2.7577 -2.3708 -0.335 0.234 0.702
C -3.1823 -3.3729 -3.5485 0.012 0.608 -1.659
C -2.2417 -3.9774 -4.4152 0.184 -0.155 0.610
C -0.9606 -4.2065 -3.8987 0.594 -0.153 -0.277
C -0.5447 -3.6208 -2.6528 -0.255 -0.667 -1.320
C -2.3630 0.6864 2.3614 0.027 0.518 0.534
C -3.3019 0.6197 3.4004 -0.440 -1.178 -0.072
C -2.8833 0.8233 4.7332 -0.452 -0.506 0.074
C -1.5236 0.8817 5.0004 -0.429 0.503 -0.166
C -0.6360 1.0655 3.9505 1.423 0.815 0.305
C -1.0333 1.1518 2.6259 -0.908 -1.148 -0.784
P 0.0986 1.7826 1.2917 -0.171 -0.871 0.618
C -0.6093 3.3190 0.7998 -1.728 0.912 1.147
C 0.1588 4.2394 0.1127 -0.083 -0.154 -0.052
C -0.3481 5.4545 -0.2907 -1.861 -0.468 -0.277
C -1.7060 5.7595 0.0067 1.410 0.460 0.654
C -2.3952 4.9577 0.9167 -0.041 1.124 -0.359
C -1.8465 3.7585 1.3294 -0.425 -0.345 -0.111
C 1.6304 2.3002 2.1528 -0.422 -0.262 -0.600
C 2.8683 1.7836 1.7508 -0.221 0.880 1.127
C 4.0412 2.2566 2.3501 0.506 -0.138 -0.327
C 3.9653 3.2933 3.2720 -1.343 0.135 -0.687
C 2.7018 3.7707 3.6446 -0.395 0.864 0.485
C 1.4955 3.3330 3.1156 1.049 -1.047 -0.551
H -5.5798 -0.7438 1.2433 -0.362 0.552 0.228
H -6.3264 -3.1383 1.9325 0.467 0.421 -0.845
H -4.6795 -4.9979 1.4629 -0.760 -0.557 -0.020
H -2.7642 -4.5987 0.1107 0.839 -0.781 -0.095
H -1.3664 -3.8312 2.3065 -0.698 0.010 0.258
H -0.2475 -5.8010 3.2031 0.648 0.549 -0.332
H 2.0961 -6.3776 2.1237 -0.589 -0.467 -0.152
H 2.4907 -5.5595 -0.1341 1.089 -0.261 -0.361
H 1.5454 -3.4025 -0.8251 -0.002 -0.279 -0.346
H -3.4954 -2.0944 -1.8177 0.485 -1.001 -0.507
H -4.1966 -3.2895 -3.9722 0.424 0.268 0.680
H -2.4893 -4.2254 -5.4871 0.127 -0.102 1.563
H -0.3053 -4.8937 -4.5171 -0.365 1.322 0.985
H 0.5160 -3.6659 -2.3870 -0.676 -0.350 -0.114
H -4.3343 0.1982 3.1749 1.336 1.044 0.360
H -3.5863 0.8311 5.5845 0.267 -0.150 -0.752
H -1.1556 0.9060 6.0201 -0.067 -0.057 -0.092
H 0.4172 1.2628 4.2141 -0.597 -0.093 -0.224
H 1.1772 3.9577 0.0136 0.957 0.124 -0.753
H 0.2072 6.0678 -0.9611 0.461 0.625 -0.026
H -2.1133 6.7479 -0.2421 0.139 -0.598 -0.234
H -3.3168 5.4043 1.3235 0.382 -0.816 -0.093
H -2.3988 3.2337 2.1046 0.196 -0.286 -0.348
H 2.8935 1.0809 0.9510 0.158 -0.498 -0.338
H 5.0188 1.8441 2.0516 -0.569 0.328 0.085
H 4.7951 3.9016 3.5663 0.651 -0.379 0.444
H 2.6364 4.5974 4.3486 0.210 -0.108 -0.044
H 0.5370 3.7698 3.4134 0.410 -0.205 -0.188
N 4.7563 -3.1960 4.6328 -3.373 2.200 -1.975
C 3.9176 -2.6073 4.0289 4.363 -2.252 2.584
C 3.1316 -1.9750 3.0365 -0.482 -0.554 0.389
C 1.8738 -1.4941 3.3503 0.430 0.210 -1.396
C 1.0605 -1.1920 2.2674 -0.743 0.447 1.079
N 1.5435 -1.0419 1.0558 -0.198 -0.431 -1.838
C 2.8033 -1.4965 0.7656 -1.482 0.504 -1.104
C 3.5780 -2.0635 1.7193 0.842 0.526 -0.023
H 1.6031 -1.2287 4.3357 -0.548 -0.519 1.006
H -0.0225 -1.0485 2.4197 0.778 0.217 -0.102
H 3.0341 -1.4229 -0.3223 0.364 -0.197 1.473
H 4.5903 -2.3874 1.4837 -0.364 -0.304 0.120
C 3.1483 1.8881 -4.6642 -0.265 1.418 0.419
As 3.5535 1.8865 -2.7501 1.335 0.611 -2.148
C 5.4193 1.2159 -2.8048 0.439 0.618 1.169
C 3.9416 3.8022 -2.6480 -0.551 -0.354 1.696
S 2.0260 -0.1284 -1.7176 -0.782 1.208 -0.167
H 3.8436 2.5875 -5.2024 -0.220 -0.987 0.677
H 2.1595 2.3112 -4.8157 -0.069 -0.137 0.038
H 3.1699 0.8806 -4.9763 0.131 -0.971 -0.805
H 6.0762 1.8698 -2.1700 -0.791 -0.236 -0.638
H 5.8470 1.1881 -3.8299 -0.662 -0.228 0.623
H 5.4218 0.2833 -2.2591 0.223 -0.604 -0.450
H 4.6071 3.9502 -3.4901 0.306 0.057 0.114
H 4.3483 3.9735 -1.6465 0.415 0.248 -0.464
H 3.0584 4.4040 -2.7285 -0.523 0.230 -0.284
C -3.0333 0.8665 -3.1862 0.099 -1.710 0.435
C -1.5695 1.1638 -3.1932 1.612 -1.472 2.008
O -0.9077 0.5553 -2.0111 -1.916 0.169 -1.119
C -1.2028 2.6469 -3.0140 0.261 0.541 2.031
F -1.2348 3.2972 -4.1253 0.052 0.667 -1.188
F -2.0112 3.2729 -2.1170 -0.084 -0.839 -0.715
F 0.0328 2.7712 -2.4283 -0.097 -0.050 -0.916
C -0.8712 0.4771 -4.4152 0.726 1.041 0.182
F 0.3589 1.0962 -4.5642 -1.292 -0.963 -0.370
F -1.6728 0.7591 -5.4535 1.193 -0.803 0.116
F -0.6142 -0.8553 -4.2922 -0.847 1.874 -0.185
H -3.4901 1.0662 -2.2025 0.126 0.127 -0.550
H -3.0981 -0.2348 -3.4289 -0.292 1.109 0.316
H -3.4843 1.4108 -3.9935 -0.527 0.348 -0.203
```
Forces are in eV/Å.

Values from the calculation:
Multiplicity = 4
Energy above the lowest of the compared OMol25 structures with the same formula, charge and spin = 4.0449 eV
Expectation value of S² = 3.81
LUMO energy (spin up / spin down) = -9.58 / -10.77 eV
Orbital gap (spin up / spin down) = 0.2193 / 0.1894 Eh
Total charge = +3


C10H30Al2O34S6Y2 as an isolated structure at a distorted geometry, computed with ωB97M-V/def2-TZVPD.

Geometry as XYZ:
```
84
Properties=species:S:1:pos:R:3:forces:R:3
Y -1.1643 -3.5995 1.8465 -0.378 0.174 -0.060
Y -1.7205 1.5015 3.2843 0.624 -0.483 -1.232
Al 2.6919 -1.9073 0.2654 -2.999 -0.706 -0.811
Al -4.3348 -0.0624 -0.9774 2.844 0.430 2.449
S 0.7021 -1.1939 3.6401 -0.439 0.600 2.298
O 1.4270 -1.3135 4.8939 -0.486 -0.220 -0.439
O -0.3085 -0.1193 3.7282 1.025 -1.069 0.596
O 1.7424 -0.8837 2.6426 2.092 0.667 -2.437
O 0.0747 -2.4294 3.1864 -0.257 -0.735 1.055
S -2.9064 -3.9484 -1.2036 -1.435 -1.112 -1.004
O -3.1174 -2.4756 -1.2853 -0.077 1.985 -0.277
O -2.4275 -4.4143 -2.4923 0.585 0.408 0.373
O -1.9222 -4.1830 -0.1264 0.217 -0.274 0.104
O -4.1960 -4.5446 -0.9191 -0.175 0.065 0.524
S -3.3189 3.4957 0.8003 -0.072 1.783 -1.019
O -2.5164 2.9762 1.9379 0.773 -1.190 1.025
O -2.4308 4.1193 -0.1783 0.440 -0.232 -0.230
O -4.0183 2.4010 0.0793 -1.251 -1.807 -0.099
O -4.2304 4.4527 1.3690 -0.854 -0.134 -0.038
S -0.7117 -0.3579 0.2974 -2.044 0.508 1.598
O -1.1788 0.4688 1.4085 -0.547 0.452 -0.254
O 0.6170 0.0906 -0.0611 1.724 -0.640 -0.217
O -0.7547 -1.7583 0.7758 0.898 0.327 -1.324
O -1.6148 -0.1751 -0.8463 -0.988 -0.288 -0.724
S 1.2787 -5.4272 1.5608 2.784 -1.541 0.180
O -0.1102 -5.7189 1.8914 -1.960 -0.975 0.586
O 1.0993 -3.9737 1.2723 0.911 3.515 -1.201
O 2.2314 -5.6822 2.6194 -0.624 0.508 0.107
O 1.7909 -6.0372 0.3341 -0.683 -0.389 -0.350
S -3.8332 -1.2173 2.8413 -1.084 0.833 1.411
O -3.0383 -0.2083 3.6491 -0.201 0.343 -0.338
O -4.8872 -1.7408 3.6631 -0.039 0.076 -0.297
O -4.3475 -0.5019 1.6470 -0.088 0.276 -1.574
O -2.9054 -2.2827 2.4507 1.229 -1.464 -0.678
C 0.1789 4.2147 3.8774 1.670 0.572 -1.378
C 1.2670 3.2815 3.3052 -0.165 -2.781 0.154
O 0.6060 2.1474 2.7169 -1.948 0.366 0.162
O -1.0344 3.6187 4.3527 0.585 -1.012 0.320
H -0.0544 4.8423 3.0158 -0.323 0.383 0.354
H 0.7373 4.7528 4.6439 -0.650 0.371 0.229
H 1.9207 2.7683 4.0194 0.019 0.927 0.628
H 1.9054 3.6617 2.5063 -0.315 0.935 0.458
H 1.1710 1.4717 2.3254 0.271 0.304 0.071
H -1.6850 4.3052 4.5365 0.103 0.135 -0.161
C -1.9583 2.5987 -3.3642 -1.375 -2.724 0.734
C -0.7054 2.0145 -2.6953 -0.430 2.131 -0.787
O -0.3371 0.7156 -3.0851 -0.157 -0.258 0.481
O -3.1057 2.2954 -2.5153 -0.538 0.282 -0.224
H -2.2511 1.9378 -4.1837 0.675 0.543 -0.675
H -1.8673 3.6411 -3.6599 -0.206 0.086 0.276
H -0.9464 2.0486 -1.6301 0.615 0.259 0.065
H 0.0179 2.7721 -3.0192 0.825 -0.594 0.603
H -0.7443 0.1848 -2.3715 -0.032 -0.275 -0.509
H -3.1869 2.8939 -1.7556 0.326 0.065 0.110
C 1.9901 3.5895 -0.3266 -0.649 1.989 0.555
C 0.8491 4.4548 0.2010 -1.868 0.328 -0.036
O 0.0168 4.9305 -0.8443 0.615 0.528 -0.762
O 2.3136 2.6430 0.7108 0.446 -0.519 -2.116
H 2.8022 4.2866 -0.5573 0.474 -0.440 0.392
H 1.6646 3.2741 -1.3182 0.013 -1.164 0.288
H 1.2384 5.2940 0.7932 0.069 0.115 -0.153
H 0.1446 3.9286 0.8559 0.610 -0.593 0.190
H -0.9265 4.6915 -0.7136 0.565 -0.035 0.473
H 2.0152 1.8284 0.2807 0.077 -0.305 0.538
C 2.6132 -0.5264 -3.1424 -1.109 0.382 -1.249
C 4.0730 -0.9195 -3.2068 -0.889 2.030 -0.026
O 4.2293 -1.8996 -2.2255 0.287 -1.105 0.838
O 2.2540 0.0729 -1.9240 1.687 -0.898 1.235
H 2.0397 -1.4261 -3.3959 -0.158 -0.018 0.597
H 2.2972 0.1623 -3.9338 0.595 0.137 -0.153
H 4.7153 -0.0645 -2.9677 0.001 -0.003 -0.179
H 4.2234 -1.1951 -4.2541 0.372 -0.628 0.240
H 5.0207 -2.4308 -2.3629 -0.012 0.001 0.074
H 1.3103 0.2537 -1.7817 -0.156 -0.323 -0.497
C 2.1239 -4.2583 -2.4615 -0.327 0.896 -1.948
C 0.6397 -4.0038 -2.2993 1.276 -1.050 1.399
O 0.5547 -2.7372 -1.6598 -0.510 0.276 -0.318
O 2.8789 -4.2906 -1.2870 0.226 0.453 0.658
H 2.5414 -3.4320 -3.0429 0.005 -0.175 -0.065
H 2.2031 -5.1468 -3.1009 0.434 -0.285 0.500
H 0.2948 -4.7943 -1.6189 -0.424 0.199 -0.101
H 0.1245 -4.1354 -3.2516 -0.082 0.597 0.010
H -0.3777 -2.6179 -1.4282 0.135 0.277 0.339
H 2.5435 -5.0478 -0.7515 -0.113 -0.077 0.664
```
Forces are in eV/Å.

Values from the calculation:
LUMO energy = -6.80 eV
Orbital gap = 0.0961 Eh